P | # C3H13N2O

A cluster of 2 separate species, C3H13N2O in total (wB97M-V/def2-TZVPD, the Open Molecules 2025 dataset).

Each line ends with the Löwdin charge.
Atoms and positions in Å:
C 1.0556 0.8933 -0.7691  -0.24
N 2.3078 0.4727 -0.1640  0.01
C 0.1270 -0.3349 -0.9065  -0.11
N 0.3135 -1.2209 0.3321  0.00
C -0.2827 -0.6017 1.5411  0.00
H 1.1817 1.2176 -1.8076  0.12
H 0.5532 1.6681 -0.1930  0.12
H 2.9203 0.1534 -0.9076  0.10
H 2.8434 1.1771 0.3058  0.09
H 0.5795 -0.9044 -1.7200  0.13
H -0.8931 -0.0541 -1.1241  0.11
H -0.2742 -2.0170 0.0788  0.18
H 1.3329 -1.3513 0.3708  0.16
H -1.3047 -0.2908 1.3469  0.08
H 0.3331 0.2352 1.8588  0.10
H -0.2860 -1.3139 2.3637  0.11
H -3.4073 0.5683 -0.9532  0.03
H -3.3399 1.4490 0.2946  0.08
O -3.0163 0.6122 -0.1015  -0.05

Properties
- gap between HOMO and LUMO (eV) = 11.33
- total charge = +1
- E_HOMO (hartree) = -0.5211



Q | # C3H13N2O

A cluster of 2 separate species, C3H13N2O in total (wB97M-V/def2-TZVPD, the Open Molecules 2025 dataset).

Each line ends with the Löwdin charge.
Atoms and positions in Å:
C -0.8545 -0.1727 0.4444  -0.26
C -0.3517 -1.4666 0.3445  -0.21
C 0.5979 -1.9009 -0.8618  -0.19
N 1.6782 -0.8880 -1.0909  -0.03
N 0.2736 0.6541 0.8918  0.14
H -1.2957 0.3505 -0.5225  0.18
H -1.7051 0.0405 1.0441  0.13
H 0.2106 -1.6039 1.3096  0.15
H -1.2138 -2.0780 0.2142  0.12
H 0.1019 -2.2550 -1.7591  0.11
H 1.1603 -2.7698 -0.4499  0.12
H 2.4861 -1.3601 -1.3513  0.04
H 1.5644 -0.3355 -2.0327  0.14
H 0.0609 1.6289 0.7342  0.10
H 1.1649 0.4334 0.2214  0.19
H 0.4226 0.5599 1.9252  0.19
H -1.3462 4.1348 1.0589  0.13
H -1.7455 3.6536 -0.4540  0.07
O -1.2089 3.3746 0.3341  -0.13

Properties
- gap between HOMO and LUMO (eV) = 11.36
- total charge = +1
- E_HOMO (hartree) = -0.5244



From most stable to least stable, the computed energies give P, Q.



P | # C3H13N2O

A cluster of 2 separate species, C3H13N2O in total (wB97M-V/def2-TZVPD, the Open Molecules 2025 dataset).

Each line ends with the Löwdin charge.
Atoms and positions in Å:
N -0.8328 0.2489 -0.4899  0.18
C 0.5416 -0.2039 -0.7984  -0.17
C 1.4433 -0.5828 0.3769  -0.17
N 0.5576 -0.9925 1.4890  -0.15
C 0.3330 -0.0828 2.6082  -0.10
H -1.2672 -0.4893 0.0743  0.17
H -1.1861 0.5318 -1.4144  0.10
H -0.7699 1.0173 0.1818  0.15
H 1.0473 0.5339 -1.4470  0.14
H 0.4035 -1.0227 -1.5162  0.13
H 1.9142 0.3380 0.7206  0.11
H 2.2776 -1.2116 0.0780  0.13
H 0.5649 -1.9883 1.6236  0.11
H -0.2154 -0.6175 3.3803  0.09
H 1.3152 0.1742 3.0236  0.09
H -0.2921 0.7813 2.3591  0.07
H -2.1370 0.7924 -4.0390  0.09
H -1.8243 1.8705 -3.1060  0.07
O -1.8735 0.9032 -3.1045  -0.05

Properties
- gap between HOMO and LUMO (eV) = 9.79
- total charge = +1
- E_HOMO (hartree) = -0.4741



Q | # C3H13N2O

A cluster of 2 separate species, C3H13N2O in total (wB97M-V/def2-TZVPD, the Open Molecules 2025 dataset).

Each line ends with the Löwdin charge.
Atoms and positions in Å:
N 0.6723 0.7835 -0.2512  0.18
C -0.6029 -0.1555 -0.5083  -0.23
C -1.1395 -0.4752 0.9344  -0.01
C -0.1268 -1.4540 -1.1038  -0.27
N 0.9157 -2.1700 -0.3516  0.02
H 1.5101 0.2712 -0.5156  0.14
H 0.7082 0.9927 0.7516  0.11
H 0.7363 1.6622 -0.7459  0.13
H -1.2589 0.4772 -1.1001  0.15
H -0.8060 -1.4675 1.1631  0.06
H -2.2141 -0.4410 0.9725  0.09
H -0.7271 0.2766 1.6236  0.09
H -1.0912 -1.9908 -1.2785  0.14
H 0.3706 -1.3146 -2.0721  0.12
H 0.6818 -2.2465 0.6247  0.06
H 1.2514 -2.9481 -0.9113  0.10
H 0.9632 3.5676 1.4004  0.08
H -0.2658 3.6266 0.5429  0.08
O 0.4228 3.0057 0.8252  -0.05

Properties
- gap between HOMO and LUMO (eV) = 10.39
- total charge = +1
- E_HOMO (hartree) = -0.4939



From most stable to least stable, the computed energies give Q, P.



P | # C3H13N2O

A cluster of 2 separate species, C3H13N2O in total (wB97M-V/def2-TZVPD, the Open Molecules 2025 dataset).

Each line ends with the Löwdin charge.
Atoms and positions in Å:
N 0.6593 -0.0626 0.8641  0.18
C 0.5545 -0.7080 -0.5015  -0.10
C 0.5996 0.5557 -1.4899  -0.19
N -0.1810 1.6629 -0.9836  -0.15
C -1.5964 1.4354 -0.8358  -0.13
H -0.0832 0.6421 0.8860  0.13
H 1.5563 0.3664 1.0834  0.17
H 0.4821 -0.8414 1.5180  0.10
H -0.3868 -1.2499 -0.5391  0.12
H 1.3349 -1.3806 -0.8378  0.13
H 0.2521 0.1890 -2.4467  0.11
H 1.6563 0.8574 -1.6025  0.13
H -0.0211 2.5764 -1.3799  0.13
H -1.7867 0.3801 -0.5310  0.08
H -2.0953 2.0067 -0.0545  0.09
H -2.2338 1.4778 -1.7273  0.09
H 0.8136 -2.3423 3.4738  0.07
H 0.1474 -3.2494 2.4628  0.08
O 0.3284 -2.3155 2.6414  -0.04

Properties
- gap between HOMO and LUMO (eV) = 10.08
- total charge = +1
- E_HOMO (hartree) = -0.4810



Q | # C3H13N2O

A cluster of 2 separate species, C3H13N2O in total (wB97M-V/def2-TZVPD, the Open Molecules 2025 dataset).

Each line ends with the Löwdin charge.
Atoms and positions in Å:
N -1.0699 0.9032 0.0212  0.17
C -1.1006 -0.2288 -0.9701  -0.15
C 0.0786 -0.1329 -1.9228  -0.29
N -0.0654 -1.1764 -2.9157  0.02
H -0.4419 0.6676 0.8310  0.10
H -0.7360 1.7522 -0.4377  0.16
H -2.0081 1.1106 0.3677  0.17
H -1.0698 -1.1460 -0.3839  0.13
H -2.0322 -0.1826 -1.5159  0.13
H 0.0361 0.8288 -2.4342  0.12
H 1.0158 -0.1588 -1.3542  0.12
H 0.6244 -1.0878 -3.6489  0.09
H 0.0645 -2.0930 -2.5085  0.08
C 1.1708 0.3520 3.1401  -0.07
O 0.4594 -0.1811 1.9969  -0.15
H 2.2029 0.0099 3.1440  0.09
H 1.1412 1.4383 3.1042  0.09
H 0.6611 0.0133 4.0351  0.09
H 1.0693 -0.6887 1.4517  0.09

Properties
- gap between HOMO and LUMO (eV) = 10.22
- total charge = +1
- E_HOMO (hartree) = -0.4943



From most stable to least stable, the computed energies give P, Q.



P | # C4H9NOS2

A structure of composition C4H9NOS2 (wB97M-V/def2-TZVPD, the Open Molecules 2025 dataset).

Each line ends with the Löwdin charge.
Atoms and positions in Å:
C -3.1301 -0.7455 -0.4863  -0.12
C -0.2772 0.7289 0.7284  -0.19
C 1.1919 0.5853 0.7001  -0.64
C 1.5059 -0.7723 0.1097  -0.68
H -4.2298 -0.1089 -0.9506  0.17
H -3.3685 -1.6999 0.2025  0.12
H -2.6128 -1.0212 -1.3697  0.03
H -0.9246 1.6032 1.2053  0.17
H 1.8276 0.6267 1.5928  0.10
H 3.0617 2.2183 -0.1457  -0.14
H 1.1447 -0.5781 -0.9577  0.08
H 1.0049 -1.5472 0.6027  0.04
H 3.1873 -0.1092 -0.8385  -0.11
N -1.0196 -0.1116 0.0424  0.02
O -2.3148 0.2472 0.1062  -0.23
S 1.7418 2.0364 -0.4228  0.71
S 3.2116 -1.3520 -0.1188  0.67

Properties
- gap between HOMO and LUMO (eV) = 9.46
- E_HOMO (hartree) = -0.3306



Q | # C4H9NOS2

The molecule C4H9NOS2 (wB97M-V/def2-TZVPD, the Open Molecules 2025 dataset).

Each line ends with the Löwdin charge.
Atoms and positions in Å:
C 0.2594 0.5309 -0.5530  -0.33
C 1.2433 -0.0728 0.4377  -0.53
C -0.2574 -0.0853 0.6962  -0.58
C -1.0239 -1.3688 0.5484  -0.48
H -0.5805 2.2617 -1.1230  0.12
H 1.0370 2.2484 -1.0410  0.06
H 0.0936 -0.0453 -1.4590  0.14
H 1.7272 0.6519 1.0825  0.11
H 2.8961 -0.9590 -0.9456  -0.13
H -0.6559 1.6438 1.3693  0.08
H -0.4914 -2.0249 -0.0644  0.03
H -1.1527 -1.8428 1.5192  0.09
H -2.1502 -1.0452 -1.4819  -0.15
N 0.2437 1.9719 -0.5372  0.06
O -0.7680 0.7462 1.7024  0.02
S 2.2307 -1.5223 0.0833  0.76
S -2.6510 -1.0884 -0.2340  0.73

Properties
- gap between HOMO and LUMO (eV) = 9.51
- structure (SMILES) = N[C@H]1[C@H](S)[C@]1(O)CS
- E_HOMO (hartree) = -0.3289



R | # C4H9NOS2

The molecule C4H9NOS2 (wB97M-V/def2-TZVPD, the Open Molecules 2025 dataset).

Each line ends with the Löwdin charge.
Atoms and positions in Å:
N -2.3707 -0.9770 0.8398  0.02
C -1.6068 -0.3297 -0.2391  -0.44
C -2.2009 1.0695 -0.3975  -0.22
O -1.5797 1.9816 -0.8762  0.06
C -0.1479 -0.2342 0.1627  -0.50
S 0.9246 -0.5131 -1.2904  0.49
S 2.6812 -1.0929 -0.4521  0.42
C 3.4402 0.5134 -0.0188  -0.46
H -1.8840 -1.7894 1.2144  0.08
H -3.2676 -1.2924 0.4766  0.08
H -1.7507 -0.8684 -1.1801  0.13
H -3.2144 1.2649 -0.0116  0.13
H 0.1122 0.7532 0.5265  0.07
H 0.1452 -0.8970 0.9827  0.07
H 3.0398 0.8630 0.9323  0.02
H 4.5030 0.3245 0.1249  0.02
H 3.1766 1.2238 -0.7942  0.02

Properties
- gap between HOMO and LUMO (eV) = 9.70
- structure (SMILES) = CSSC[C@@H](N)C=O
- E_HOMO (hartree) = -0.3282



From most stable to least stable, the computed energies give R, Q, P.